This record from OMol25 describes an isolated molecule of C4H7NO. The level of theory is the ωB97M-V functional and the def2-TZVPD basis.

```
13
Properties=species:S:1:pos:R:3:forces:R:3:lowdin_charge:R:1
O 0.641 2.384 -0.409 -0.15 -0.08 0.10 -0.01
N -0.359 -1.536 1.483 -0.09 0.06 0.01 0.05
C 0.116 -0.977 -0.866 -0.37 0.10 0.30 -0.12
C -0.054 1.186 -0.394 -0.03 0.05 -0.37 -0.24
C 0.293 -0.755 0.531 0.16 -0.28 -0.24 -0.25
C 0.149 0.266 -1.453 0.37 0.21 0.28 -0.11
H 0.205 3.019 0.171 0.06 -0.09 -0.11 0.09
H -1.339 -1.712 1.317 0.11 0.03 0.05 0.08
H -0.163 -1.923 -1.319 0.00 0.00 0.06 0.10
H -1.025 1.240 0.086 0.12 -0.19 0.08 0.12
H 1.253 -0.386 0.868 -0.13 0.20 -0.08 0.12
H -0.157 -1.331 2.450 -0.02 -0.05 -0.12 0.08
H 0.440 0.525 -2.466 -0.01 0.04 0.04 0.10
```
Positions in Å, forces in eV/Å.

Results
2S+1   1
Total charge   0
Electronic energy   -286.51227 Eh
HOMO   -7.3 eV
Energy above the lowest of the compared OMol25 structures with the same formula, charge and spin   313.4 kJ/mol
HOMO-LUMO gap   8.1 eV
SMILES string   N/C=C/C=C/O

=====

This record from OMol25 describes a 7-piece molecular cluster, C4H21N2O7S overall at a distorted geometry. The level of theory is the ωB97M-V functional and the def2-TZVPD basis.

```
35
Properties=species:S:1:pos:R:3:forces:R:3:lowdin_charge:R:1
S 0.801 2.374 -1.194 -0.40 0.09 -0.33 0.29
O -1.277 -1.341 -1.119 3.65 -0.02 -0.36 -0.06
O -3.495 0.142 -2.188 -0.21 0.05 6.01 -0.08
O -0.883 -3.804 -0.723 0.21 1.78 -0.56 -0.15
O -0.611 -3.478 2.615 0.01 -2.48 1.90 -0.02
O -2.776 2.001 -0.376 3.47 3.85 -1.15 -0.14
O -1.157 1.231 2.248 0.66 -0.57 -0.05 -0.01
O 0.198 -0.260 -3.078 -0.68 -2.54 -0.83 -0.05
N 1.113 1.083 2.299 -1.69 0.44 0.26 0.03
N -0.240 -0.657 1.282 -0.46 1.45 1.31 0.16
C 2.307 0.626 1.759 3.65 -2.98 -1.13 -0.26
C 2.593 0.814 0.180 -0.02 -1.04 3.36 -0.31
C 2.280 2.213 -0.125 -0.28 1.73 -2.13 -0.74
C -0.142 0.596 1.940 -1.26 0.59 -0.05 -0.54
H -0.645 -1.006 -1.845 -0.47 -0.12 1.13 0.06
H 0.479 -0.757 0.617 0.91 -0.41 -0.78 0.04
H 2.339 -0.541 1.771 0.18 1.76 1.02 0.13
H -2.065 -1.080 -1.499 -3.55 0.92 -1.17 -0.01
H -0.962 -2.766 -0.884 -0.40 -1.93 0.81 -0.01
H -3.132 0.900 -1.514 -1.09 -2.02 -1.06 0.06
H -1.134 -0.810 0.782 0.80 0.57 0.65 0.10
H -1.885 2.705 -0.403 -3.17 -3.07 -0.39 0.13
H -0.863 -3.544 1.726 -0.48 -0.19 -2.24 -0.03
H 1.022 0.017 -2.752 2.36 0.25 1.31 -0.02
H 3.624 0.493 0.027 0.24 0.26 0.03 0.10
H 3.128 2.696 -0.659 -0.43 -0.12 0.46 0.05
H 2.032 2.810 0.760 0.43 -0.20 0.03 0.03
H 1.158 2.000 2.760 -0.73 -0.84 -0.59 0.15
H -0.089 0.600 -3.261 -1.55 2.34 -0.47 -0.01
H -0.604 -4.001 -1.621 0.09 -0.71 -0.02 0.00
H -3.228 0.531 -2.937 1.37 1.90 -4.91 -0.05
H 2.007 0.002 -0.238 -0.38 0.53 -0.86 0.06
H -0.430 -2.590 2.764 0.51 2.57 0.20 -0.03
H -2.644 1.721 0.512 0.12 -0.90 1.61 -0.01
H 3.183 1.081 2.372 -1.41 -0.95 -1.01 0.14
```
Positions in Å, forces in eV/Å.

Results
2S+1   1
Total charge   -1
Electronic energy   -1199.42967 Eh
HOMO   -3.8 eV
Energy above the lowest of the compared OMol25 structures with the same formula, charge and spin   190.1 kJ/mol
HOMO-LUMO gap   6.9 eV

=====

This record from OMol25 describes an isolated molecule of C12H12 at a distorted geometry. The level of theory is the ωB97M-V functional and the def2-TZVPD basis.

```
24
Properties=species:S:1:pos:R:3:forces:R:3:lowdin_charge:R:1
C -1.828 1.282 -0.167 -2.28 1.54 1.67 -0.06
C 0.604 1.690 0.111 -1.29 -4.15 -1.77 -0.32
C 1.111 -2.531 -0.035 -0.23 -2.79 2.24 -0.09
C -3.016 -1.052 0.056 -0.01 -0.53 -4.07 -0.05
C -0.679 2.142 -0.013 0.17 1.07 -0.27 -0.05
C -0.507 -0.607 -0.052 3.31 1.66 1.54 -0.07
C 1.870 2.344 0.071 1.84 4.90 0.38 -0.10
C -1.910 -0.070 -0.006 4.99 -0.27 -1.14 -0.23
C -0.129 -1.933 0.051 0.49 0.78 -1.10 -0.10
C 2.302 -1.775 -0.017 -4.39 2.22 -1.20 -0.05
C 0.768 0.227 0.038 -2.31 -0.14 -1.36 -0.07
C 2.063 -0.370 -0.157 -1.18 -2.72 1.53 -0.03
H -2.760 1.908 -0.102 0.58 -0.91 -0.48 0.12
H 2.710 1.982 -0.655 -1.87 0.40 1.61 0.11
H 1.594 3.442 -0.342 1.19 -1.96 1.40 0.12
H 3.248 -2.177 -0.038 1.98 -0.82 -0.08 0.07
H -3.892 -0.519 -0.412 0.30 -1.07 1.08 0.10
H -0.929 -2.542 0.100 -2.39 -2.57 0.23 0.04
H -3.055 -1.416 1.026 -0.98 -0.43 1.97 0.05
H 0.969 -3.717 0.220 1.19 2.94 -1.01 0.15
H -0.904 3.257 -0.035 0.46 -1.54 0.00 0.13
H 2.969 0.143 -0.262 0.70 1.28 0.06 0.06
H 2.189 2.354 1.209 0.22 0.43 -2.40 0.14
H -2.786 -2.060 -0.586 -0.52 2.66 1.17 0.13
```
Positions in Å, forces in eV/Å.

Results
2S+1   1
Total charge   0
Electronic energy   -464.35224 Eh
HOMO   -8.0 eV
Energy above the lowest of the compared OMol25 structures with the same formula, charge and spin   314.6 kJ/mol
HOMO-LUMO gap   8.5 eV
SMILES string   Cc1ccc(C)c2ccccc12